# 1
DFT (the ωB97M-V functional and the def2-TZVPD basis) results for a molecular structure, C53H52N6O3PPtS2 in a non-equilibrium geometry.

M: 1111.2 g mol⁻¹
Charge: +3
Gap between HOMO and LUMO (spin up / spin down): 0.188 / 0.188 Ha
ΔE to the lowest compared entry with this formula, charge and spin: 1.440 eV
E_LUMO (spin up / spin down): -9.170 / -9.170 eV
Largest force on an atom: 0.04225 hartree/bohr
Energy: -3861.30234 Ha

Geometry (Å):
Pt 0.27 -0.35 0.47
S 1.14 1.26 2.48
S 1.23 0.70 -1.45
P -2.01 -0.25 1.06
O 0.47 1.87 1.25
O 0.06 1.27 -2.12
O 2.04 -4.59 -4.48
N 0.06 -3.57 -4.18
N -4.20 0.58 2.58
N -4.34 0.85 0.17
N -4.51 -1.35 1.12
N 0.45 -2.42 0.16
N 1.06 -4.94 -2.47
C 0.75 -4.54 1.16
C 3.04 4.26 -1.58
C 2.22 3.20 -1.82
C 2.69 -0.71 -4.92
C 5.82 4.10 1.58
C -4.96 -0.46 0.05
C 6.69 -1.82 -0.06
C 2.27 3.77 2.83
C -2.92 0.83 -0.14
C 5.87 -2.13 0.99
C 0.94 -5.11 -0.08
C 2.78 -0.86 2.60
C 3.57 -2.09 -3.16
C 2.13 -0.25 -2.65
C -3.49 -2.68 -4.50
C 2.91 3.21 5.49
C 4.75 -1.32 1.28
C -3.35 -4.55 -3.02
C 2.90 4.72 3.62
C 0.59 -2.96 -1.07
C 4.50 -0.16 0.49
C 3.47 -1.80 -4.53
C -3.12 -1.73 0.97
C -5.64 -3.76 -3.71
C -2.11 -2.65 -4.60
C -4.67 1.46 1.41
C 1.09 -4.37 -3.76
C 3.23 1.93 0.01
C -1.97 -4.53 -3.11
C 2.01 0.06 -3.99
C 3.22 4.46 4.95
C 3.98 4.21 -0.52
C 5.03 3.02 1.34
C 0.84 -4.33 -1.24
C 2.55 0.31 1.83
C 5.71 5.27 0.79
C 6.43 -0.69 -0.86
C 3.39 0.68 0.80
C 2.90 -1.33 -2.22
C 3.84 5.52 5.80
C 4.81 5.32 -0.23
C 3.87 -1.64 2.34
C 4.17 -2.65 -5.54
C 2.00 2.52 3.39
C 2.30 2.24 4.72
C 4.09 3.04 0.28
C 5.36 0.12 -0.60
C -4.84 -0.81 2.39
C -4.14 -3.64 -3.72
C 0.51 -3.19 1.25
C -2.72 0.48 2.63
C -1.33 -3.59 -3.92
C 2.34 2.04 -1.04
H 2.97 -1.57 -1.17
H -1.40 -5.29 -2.59
H 4.07 -2.52 2.94
H 2.98 5.14 -2.19
H 2.05 1.28 5.15
H 6.54 4.08 2.39
H -4.55 0.98 3.46
H 5.25 -2.57 -5.41
H 7.08 -0.47 -1.70
H -4.47 -1.46 3.19
H -4.71 -0.89 -0.91
H 3.15 3.00 6.52
H 3.12 5.69 3.19
H 0.54 -2.29 -1.91
H 6.06 -3.00 1.60
H -2.30 1.48 2.78
H 3.92 -2.34 -6.55
H 4.71 6.21 -0.83
H -1.63 -1.93 -5.25
H 1.39 0.90 -4.30
H -2.43 -0.13 3.49
H -2.85 -2.46 1.73
H -6.12 -2.78 -3.78
H 0.39 -2.69 2.21
H 5.17 0.98 -1.22
H -5.92 -0.69 2.49
H -4.08 -1.96 -5.06
H -2.98 -2.20 -0.01
H -2.51 1.84 -0.12
H -3.84 -5.32 -2.44
H 1.62 -5.78 -2.42
H 6.35 6.12 1.00
H -5.98 -4.33 -4.58
H 4.40 6.24 5.21
H 1.17 -6.17 -0.16
H -6.05 -0.35 0.12
H -5.75 1.56 1.50
H 4.18 -2.93 -2.84
H 2.11 -1.08 3.41
H 3.90 -3.69 -5.41
H 0.29 -3.13 -5.07
H 3.05 6.07 6.32
H 5.12 2.13 1.95
H -4.19 2.43 1.51
H -6.00 -4.28 -2.82
H 2.61 -0.47 -5.97
H 1.47 3.22 -2.61
H 0.81 -5.14 2.06
H 7.55 -2.44 -0.28
H 1.99 3.98 1.81
H -2.75 0.45 -1.15
H 4.49 5.10 6.57

---

# 2
DFT (the ωB97M-V functional and the def2-TZVPD basis) results for a molecular structure, C53H54BrCsGe2N3O4Sb in a non-equilibrium geometry.

M: 1276.8 g mol⁻¹
Gap between HOMO and LUMO: 0.263 Ha
ΔE to the lowest compared entry with this formula, charge and spin: 1.115 eV
E_LUMO: -0.775 eV
Largest force on an atom: 0.07030 hartree/bohr
Energy: -9505.31029 Ha

Geometry (Å):
Cs 0.39 1.08 0.43
Sb -0.47 1.56 -2.87
Br -4.23 -5.20 0.96
Ge 0.84 -1.71 2.31
Ge 1.76 -1.92 0.00
O 6.42 3.88 4.75
O 2.66 1.83 0.22
O 1.38 1.02 2.64
O 7.67 4.16 3.03
N 6.65 3.77 3.57
N -1.52 3.20 0.56
N -2.64 0.65 0.61
C -0.85 -1.33 4.60
C 0.60 -0.36 -6.65
C -1.78 5.56 0.92
C -4.50 -2.45 1.58
C 3.44 2.23 2.43
C -2.77 -2.98 -0.02
C -2.03 4.23 -3.55
C -3.14 -0.69 0.66
C -0.01 5.89 -2.60
C 4.45 2.75 3.26
C 1.05 -5.93 2.82
C -4.83 0.84 -2.31
C 0.26 -4.79 2.61
C 1.37 -3.73 0.63
C -3.11 5.38 1.24
C -0.10 1.23 -4.95
C -2.44 -1.63 -0.10
C -3.64 4.09 1.24
C 4.49 -2.87 -0.08
C 1.29 -3.00 -2.59
C -2.69 -0.46 -3.50
C -1.03 4.43 0.59
C -1.02 -4.77 3.17
C 0.43 0.61 -7.63
C -1.17 6.44 -3.13
C 5.78 3.24 1.30
C -1.51 -5.85 3.89
C -2.18 5.61 -3.60
C -0.88 3.66 -3.01
C 0.76 -3.63 1.82
C 0.13 4.51 -2.54
C -0.72 -6.97 4.09
C 5.59 3.24 2.70
C 2.30 -1.58 3.62
C -4.16 -1.10 1.49
C 0.01 1.88 -7.27
C -0.84 -1.08 3.09
C -2.81 3.03 0.90
C -3.57 1.44 -2.33
C -3.37 1.64 0.90
C -3.94 -1.07 -3.47
C 0.56 -7.01 3.55
C 4.81 2.76 0.48
C -0.25 2.19 -5.94
C 0.35 -0.05 -5.32
C -5.02 -0.41 -2.87
C 2.31 1.65 3.13
C 1.00 -1.71 -1.80
C 3.67 -1.58 -0.22
C -2.48 0.79 -2.93
C 2.74 -2.93 4.20
C -3.80 -3.37 0.82
C 3.57 2.24 0.99
H -3.73 6.22 1.50
H -4.67 -0.39 2.13
H 1.19 -7.88 3.70
H -0.07 -1.50 -1.82
H -1.64 -3.89 3.02
H -0.69 -2.38 4.85
H -1.80 -1.04 5.04
H 0.63 0.37 -8.66
H 1.93 -3.43 4.73
H 3.81 -1.11 -1.20
H 2.33 1.80 4.23
H 0.51 -0.81 -4.56
H -2.22 -3.71 -0.59
H -0.07 -0.76 5.12
H -4.08 -2.04 -3.92
H -2.51 -5.81 4.30
H 3.56 -2.80 4.92
H 2.36 -3.20 -2.66
H 4.94 2.76 -0.60
H 1.50 -0.86 -2.28
H -2.82 3.60 -3.95
H -1.32 6.54 0.91
H -0.11 2.64 -8.03
H -0.57 3.20 -5.69
H -4.43 1.54 1.15
H -1.10 -7.81 4.65
H 0.91 -2.94 -3.61
H 0.79 6.53 -2.25
H -5.29 -2.78 2.24
H -1.64 -1.30 -0.74
H 1.04 4.09 -2.12
H 5.55 -2.69 -0.24
H -3.44 2.41 -1.87
H 3.14 -1.10 3.11
H -1.02 -0.01 2.89
H -4.68 3.91 1.49
H 4.33 2.75 4.33
H -1.64 -1.64 2.60
H 4.18 -3.64 -0.79
H 1.55 -4.70 0.15
H -1.28 7.52 -3.17
H 0.02 4.54 0.31
H -3.08 6.04 -4.02
H 1.97 -0.90 4.40
H 0.84 -3.88 -2.12
H 2.05 -5.96 2.40
H 3.99 -0.84 0.52
H 0.94 -1.35 -6.91
H 6.71 3.63 0.91
H -5.66 1.36 -1.85
H 4.38 -3.31 0.91
H -1.87 -0.99 -3.98
H -5.99 -0.88 -2.85
H 3.08 -3.62 3.43

---

# 3
DFT (the ωB97M-V functional and the def2-TZVPD basis) results for a molecular structure, C53H54Cl2N2O2P2PtSSi in a non-equilibrium geometry.

M: 1139.1 g mol⁻¹
Charge: +2
Gap between HOMO and LUMO: 0.213 Ha
ΔE to the lowest compared entry with this formula, charge and spin: 0.718 eV
E_LUMO: -6.939 eV
Largest force on an atom: 0.05043 hartree/bohr
Energy: -4721.76254 Ha

Geometry (Å):
Pt 0.11 0.12 0.39
Cl 4.02 -1.74 -5.83
Cl 4.09 1.80 -1.79
S 1.52 0.22 2.46
P -0.96 -1.40 1.78
P -0.74 1.42 -1.43
Si -1.07 1.70 1.70
O 2.01 0.11 -0.62
O 0.03 -1.89 -1.04
N 3.93 0.01 1.31
N 3.80 1.36 3.14
C -3.36 0.76 4.99
C 1.21 -3.12 1.69
C -3.14 -1.03 -4.48
C 3.44 0.36 -2.50
C 0.73 -2.22 -1.95
C -2.19 -2.41 0.95
C 3.20 0.58 2.26
C 2.88 1.05 5.45
C 0.69 3.73 -1.68
C -4.20 -3.93 -0.23
C -3.43 -1.84 0.66
C -4.14 4.03 0.13
C -2.30 2.51 0.55
C 1.86 -1.44 -2.48
C 1.11 -3.75 4.40
C 5.16 -2.87 1.93
C -2.77 3.29 -1.70
C 1.60 4.59 -2.27
C 4.10 0.30 5.97
C 0.48 2.46 -2.22
C -2.38 0.04 -4.93
C -4.43 -2.60 0.07
C 6.43 -2.03 1.85
C -3.82 4.05 -1.23
C 2.13 2.91 -3.92
C 2.31 4.19 -3.40
C 2.38 -0.32 -1.81
C 0.20 -2.83 3.87
C -2.63 1.47 4.06
C 3.19 2.02 4.32
C -2.03 2.52 -0.81
C -2.35 -0.64 -2.25
C -3.38 3.28 1.01
C 5.37 0.21 1.14
C -0.06 3.09 2.36
C -1.91 -0.58 3.06
C 0.24 -2.52 2.52
C 5.13 1.19 6.67
C -2.97 -4.51 0.05
C -1.96 -3.75 0.64
C 2.38 -1.89 -3.69
C 3.92 -0.08 -3.69
C -1.58 0.43 -2.69
C -2.68 -1.31 3.97
C 2.04 -4.36 3.57
C 2.09 -4.04 2.22
C 1.23 2.04 -3.32
C -3.40 -0.63 4.94
C -1.91 0.81 3.06
C 6.24 -0.54 2.16
C -1.61 0.78 -4.04
C 3.39 -1.22 -4.30
C -3.13 -1.37 -3.13
H 5.62 -0.13 0.14
H 5.39 -3.94 1.83
H -5.40 -2.15 -0.14
H 1.75 5.58 -1.86
H -0.68 4.00 2.37
H 0.11 4.06 -0.82
H -1.06 1.64 -4.41
H -3.72 -2.20 -2.77
H 0.82 3.27 1.74
H 2.69 2.59 -4.79
H 7.17 -2.42 2.55
H 2.83 -4.51 1.58
H 3.40 -0.52 0.64
H 4.71 0.47 -4.18
H 1.26 -2.86 0.64
H 3.76 -0.47 6.67
H -3.92 1.29 5.76
H -2.79 -5.56 -0.17
H 5.81 -0.44 3.17
H 7.21 -0.05 2.18
H 3.92 2.75 4.65
H 0.50 -3.16 -2.48
H 2.44 1.64 6.26
H 5.58 1.28 1.16
H -2.74 -2.39 3.92
H 6.88 -2.13 0.85
H -4.98 -4.54 -0.67
H 2.31 2.56 4.00
H 0.27 2.87 3.38
H 4.58 -0.24 5.14
H 4.45 -2.63 1.13
H 2.74 -5.08 3.99
H -0.51 -2.35 4.53
H 1.09 1.05 -3.74
H 2.12 0.34 5.13
H 4.67 1.75 7.48
H 3.00 4.87 -3.87
H -3.63 3.28 2.07
H -3.63 -0.80 0.92
H 4.64 -2.72 2.88
H -3.99 -1.19 5.66
H -2.40 0.32 -5.98
H -4.97 4.61 0.50
H -2.33 -0.92 -1.20
H 4.79 1.49 3.03
H 5.94 0.60 7.09
H -4.41 4.66 -1.91
H 1.97 -2.78 -4.16
H 1.07 -3.99 5.45
H -3.75 -1.59 -5.18
H -2.63 2.56 4.10
H -1.00 -4.21 0.86
H -2.55 3.29 -2.76
H 5.58 1.92 5.98

---

# 4
DFT (the ωB97M-V functional and the def2-TZVPD basis) results for a molecular structure, C53H54EuN4P2Se2 in a non-equilibrium geometry.

M: 1118.9 g mol⁻¹
Charge: +2
Gap between HOMO and LUMO (spin up / spin down): 0.235 / 0.236 Ha
ΔE to the lowest compared entry with this formula, charge and spin: 0.166 eV
Spin multiplicity: 8
<S²>: 15.760
E_LUMO (spin up / spin down): -5.339 / -5.344 eV
Largest force on an atom: 0.02828 hartree/bohr
Energy: -8466.61007 Ha

Geometry (Å):
Eu -0.88 1.65 -0.93
Se -0.69 4.51 -2.15
Se -1.76 4.02 -4.16
P 1.82 0.94 -0.53
P 4.84 1.39 -2.03
N -1.56 1.41 1.41
N -2.20 -0.40 -0.51
N -2.68 3.46 -0.52
N -0.89 1.38 -3.51
C -4.55 4.59 0.43
C -1.85 0.87 4.15
C 5.84 -2.34 -0.48
C 2.02 -0.85 -0.83
C -3.85 -2.62 0.05
C 3.60 0.82 -4.58
C 5.84 0.07 -4.22
C 2.29 1.28 1.20
C 1.96 0.82 3.55
C -4.12 5.80 -0.10
C 4.78 -0.32 -6.34
C 6.22 -2.00 0.81
C 3.54 2.49 2.88
C -1.32 1.56 6.52
C 1.63 0.59 2.23
C -5.01 -4.01 1.82
C 3.64 0.32 -5.87
C 2.10 -1.24 -2.17
C -2.12 0.26 1.82
C -1.32 2.07 3.70
C -1.23 2.20 -4.50
C -2.65 -1.22 -1.47
C 3.23 2.24 1.55
C -0.84 0.53 -6.17
C -2.29 4.63 -1.04
C -1.23 1.82 -5.84
C 2.92 1.76 3.88
C -1.44 -0.86 5.92
C -1.18 2.28 2.34
C 2.03 -1.84 0.15
C -4.12 -5.07 -0.25
C 5.38 -1.37 -1.36
C 4.68 0.66 -3.71
C 3.04 1.82 -1.59
C 2.18 -2.58 -2.52
C -0.45 -0.33 -5.15
C 6.20 -0.67 1.20
C 5.33 -0.03 -0.97
C -3.40 -1.76 1.05
C -6.11 -3.54 -0.36
C 2.17 -3.55 -1.54
C -2.26 -0.03 3.17
C -2.95 5.82 -0.85
C -2.58 -0.68 0.75
C 2.09 -3.18 -0.21
C -3.45 -2.31 -1.25
C 5.89 -0.43 -5.51
C 5.79 0.31 0.30
C -2.02 0.54 5.62
C -3.80 3.45 0.20
C -4.76 -3.80 0.33
C -3.52 0.54 5.94
C -0.49 0.14 -3.85
H -5.46 4.53 1.01
H -0.99 2.83 4.39
H -6.00 -3.44 -1.45
H 4.81 -0.70 -7.35
H 2.28 -2.85 -3.57
H -4.68 6.71 0.08
H -4.74 -5.94 -0.01
H -4.03 -5.03 -1.34
H 5.89 -3.37 -0.81
H -4.06 -0.19 5.34
H 4.29 3.23 3.12
H -2.36 -0.97 -2.49
H 2.70 1.34 -4.27
H -6.58 -2.63 0.02
H -1.45 1.27 7.57
H -2.58 6.74 -1.28
H -2.68 -0.98 3.47
H 6.73 0.00 -3.60
H 2.55 1.96 -2.55
H -6.79 -4.37 -0.18
H -3.70 -1.94 2.07
H -3.13 -5.24 0.17
H 6.54 -0.38 2.19
H 6.80 -0.89 -5.88
H 5.86 1.35 0.58
H 6.57 -2.76 1.49
H 5.07 -1.67 -2.35
H -3.96 1.53 5.76
H 2.79 0.45 -6.53
H -1.53 -1.07 6.98
H -5.54 -3.16 2.27
H -4.10 2.49 0.61
H -0.11 -1.33 -5.36
H -1.74 2.56 6.41
H -0.38 -0.91 5.65
H -5.63 -4.89 1.97
H 1.46 0.25 4.33
H 3.17 1.94 4.92
H -1.97 -1.65 5.38
H -0.74 3.21 1.98
H -3.77 -2.92 -2.09
H -0.24 1.60 6.32
H -0.82 0.21 -7.20
H 2.15 -0.49 -2.95
H -1.50 2.53 -6.61
H 2.03 -1.57 1.20
H 3.09 2.82 -1.17
H 3.74 2.81 0.78
H -3.68 0.29 7.00
H -0.18 -0.50 -3.04
H 0.85 -0.13 1.99
H 2.24 -4.60 -1.81
H 2.11 -3.93 0.57
H -4.07 -4.18 2.37